Entry from OMol25: a structure of composition C38H55FeN2OSi2Te at a distorted geometry (ωB97M-V/def2-TZVPD).

Cartesian coordinates (Å):
Fe (-0.060025, -0.368119, -0.263964)
C (2.578231, 3.131101, -0.655589)
C (1.621026, 2.305395, -1.463258)
C (0.373103, 2.811012, -1.798433)
C (-0.519983, 2.078759, -2.575245)
C (-1.780891, 2.714706, -3.072285)
C (-0.167502, 0.791094, -2.969475)
C (1.107741, 0.280206, -2.706502)
C (1.561981, -0.991782, -3.362754)
C (1.994690, 1.059766, -1.960991)
H (2.037392, 3.773888, 0.037461)
H (3.161622, 3.774994, -1.313804)
H (3.276507, 2.505409, -0.101885)
H (0.123150, 3.814403, -1.486942)
H (-1.532921, 3.443549, -3.843760)
H (-2.300825, 3.240923, -2.276522)
H (-2.449189, 1.974698, -3.506005)
H (-0.848347, 0.218685, -3.587266)
H (1.770194, -0.795774, -4.415185)
H (0.796269, -1.762704, -3.312468)
H (2.477713, -1.366264, -2.914242)
H (3.014568, 0.731936, -1.826542)
O (-0.774487, 0.966788, 1.564473)
C (0.115549, 1.810646, 2.292743)
C (0.654697, 1.122787, 3.540610)
C (1.171474, -0.282846, 3.228952)
C (2.279018, -0.274660, 2.217412)
C (3.533991, 0.222609, 2.552255)
C (4.577868, 0.098704, 1.654500)
C (4.335791, -0.559068, 0.456635)
C (3.044242, -0.971984, 0.179498)
N (2.020706, -0.797828, 1.016146)
H (-1.242881, 0.419041, 2.214788)
H (-0.416692, 2.728061, 2.572123)
H (0.927558, 2.064523, 1.606448)
H (-0.130698, 1.050761, 4.295146)
H (1.457264, 1.737272, 3.946661)
H (0.369460, -0.918079, 2.849707)
H (1.543767, -0.735368, 4.148769)
H (3.681871, 0.691416, 3.512108)
H (5.557371, 0.482083, 1.896166)
H (5.133023, -0.735663, -0.247787)
H (2.802388, -1.476416, -0.747995)
N (-0.757687, -2.080595, 0.119591)
C (-0.857338, -3.032767, 0.931545)
C (-0.497732, -4.421210, 0.560732)
C (0.685593, -4.683985, -0.119875)
C (0.999892, -5.979928, -0.486186)
C (0.118985, -7.014663, -0.207081)
C (-1.072846, -6.748917, 0.448045)
C (-1.382440, -5.459891, 0.835841)
C (-1.375352, -2.818103, 2.310166)
C (-0.922717, -3.582316, 3.382272)
C (-1.377150, -3.319349, 4.663731)
C (-2.308357, -2.317826, 4.891135)
C (-2.754976, -1.545565, 3.828930)
C (-2.279942, -1.786029, 2.552428)
H (1.359288, -3.864616, -0.330570)
H (1.929062, -6.186275, -0.997141)
H (0.357658, -8.024112, -0.508843)
H (-1.768220, -7.548684, 0.653727)
H (-2.315046, -5.253549, 1.340989)
H (-0.217723, -4.382090, 3.206992)
H (-1.009483, -3.905616, 5.492982)
H (-2.682836, -2.136705, 5.887604)
H (-3.478101, -0.759373, 3.992377)
H (-2.639933, -1.216709, 1.701158)
C (-5.059359, 3.771239, -0.679565)
Si (-3.967555, 3.488420, 0.857660)
C (-4.661099, 4.405334, 2.381621)
C (-2.172878, 4.045223, 0.509976)
C (-3.872095, 1.610974, 1.217216)
Te (-3.077793, 0.568911, -0.514191)
C (-4.986919, -0.374875, -0.954919)
Si (-5.514282, -2.029236, -0.116173)
C (-4.263877, -3.419124, -0.486293)
C (-5.776366, -1.929760, 1.776538)
C (-7.198297, -2.387435, -0.934598)
H (-4.916272, 4.762745, -1.097960)
H (-6.112396, 3.677780, -0.434571)
H (-4.834667, 3.048314, -1.459556)
H (-4.716523, 5.473316, 2.193097)
H (-4.041012, 4.264501, 3.262850)
H (-5.663930, 4.072500, 2.630966)
H (-2.143316, 4.800565, -0.266634)
H (-1.553922, 3.212911, 0.187123)
H (-1.709825, 4.480883, 1.388660)
H (-4.844466, 1.182801, 1.426201)
H (-3.236473, 1.410707, 2.071011)
H (-4.978300, -0.528684, -2.031472)
H (-5.737575, 0.389197, -0.759923)
H (-3.236911, -3.125359, -0.293876)
H (-4.320623, -3.740868, -1.520436)
H (-4.478697, -4.287122, 0.129298)
H (-4.892767, -2.216698, 2.335550)
H (-6.562139, -2.624628, 2.057598)
H (-6.080678, -0.948304, 2.125067)
H (-7.123535, -2.405893, -2.016755)
H (-7.934983, -1.633593, -0.675065)
H (-7.589582, -3.348023, -0.618047)

Forces on atoms 1 to 2 (eV/Å):
Fe -0.37 -0.49 0.71
C 0.02 0.02 -0.06

The value obtained for the HOMO energy (alpha / beta) is -9.81 / -9.88 eV. For the LUMO energy (alpha / beta), the calculation gives -2.260 / -2.289 eV. The charge is +1. The energy above the lowest of the compared OMol25 structures with the same formula, charge and spin is 0.232 eV. Its spin multiplicity is 5. Its expectation value of S² is 6.015. The total energy is -3776.3103 Eh. Its HOMO-LUMO gap (alpha / beta) is 7.55 / 7.59 eV.